[1]
ORCA calculation (ωB97M-V with the def2-TZVPD basis set) on the molecule C23H24N2O4.

Values from the calculation:
- charge = 0
- gap between HOMO and LUMO (eV) = 8.249

Element x y z (Å)
1 C -4.193 -0.546 1.553
2 O -2.866 -0.862 1.214
3 C -2.644 -1.905 0.349
4 C -3.626 -2.716 -0.192
5 C -3.279 -3.740 -1.063
6 C -1.957 -3.961 -1.393
7 C -0.963 -3.159 -0.854
8 C -1.296 -2.131 0.011
9 N -0.353 -1.277 0.597
10 C 0.889 -0.978 0.155
11 O 1.426 -1.485 -0.808
12 C 1.590 0.082 1.015
13 N 2.367 0.989 0.219
14 C 3.714 0.943 -0.008
15 C 4.607 -0.153 0.466
16 C 4.377 -1.478 -0.284
17 C 3.597 -2.490 0.534
18 O 3.395 -2.394 1.714
19 O 3.181 -3.569 -0.142
20 C 4.055 2.058 -0.733
21 C 2.887 2.811 -0.940
22 C 1.852 2.124 -0.352
23 C 0.427 2.452 -0.299
24 C -0.525 1.591 -0.837
25 C -1.872 1.890 -0.757
26 C -2.307 3.060 -0.149
27 C -3.765 3.391 -0.051
28 C -1.353 3.936 0.358
29 C -0.006 3.640 0.286
30 H -4.129 0.326 2.202
31 H -4.784 -0.294 0.668
32 H -4.677 -1.366 2.093
33 H -4.665 -2.562 0.054
34 H -4.057 -4.363 -1.478
35 H -1.692 -4.760 -2.067
36 H 0.071 -3.323 -1.101
37 H -0.745 -0.717 1.342
38 H 0.854 0.654 1.588
39 H 2.245 -0.452 1.711
40 H 5.635 0.180 0.317
41 H 4.469 -0.337 1.536
42 H 5.335 -1.950 -0.519
43 H 3.847 -1.292 -1.220
44 H 3.248 -3.443 -1.098
45 H 5.041 2.309 -1.074
46 H 2.803 3.735 -1.477
47 H -0.206 0.693 -1.345
48 H -2.594 1.204 -1.179
49 H -3.994 4.270 -0.654
50 H -4.039 3.617 0.979
51 H -4.377 2.564 -0.403
52 H -1.674 4.858 0.821
53 H 0.725 4.325 0.691

[2]
ORCA calculation (ωB97M-V with the def2-TZVPD basis set) on the molecule C23H24N2O5S at a distorted geometry.

Values from the calculation:
- charge = 0
- gap between HOMO and LUMO (eV) = 8.749

Element x y z (Å)
1 C 3.659 1.173 -2.608
2 C 2.898 0.056 -1.971
3 C 3.504 -0.728 -0.992
4 C 2.796 -1.724 -0.348
5 C 1.465 -1.917 -0.665
6 S 0.541 -3.160 0.200
7 O 1.398 -4.274 0.498
8 O -0.708 -3.398 -0.466
9 N 0.101 -2.405 1.653
10 C 1.071 -2.448 2.725
11 C 1.689 -1.080 3.001
12 O 2.056 -0.725 4.090
13 O 1.773 -0.343 1.900
14 C 2.317 0.966 2.042
15 C 1.971 1.836 0.831
16 O 2.845 2.530 0.346
17 C 0.638 1.760 0.287
18 C 0.348 2.223 -1.034
19 C -0.942 1.904 -1.317
20 C -1.733 2.090 -2.562
21 N -1.469 1.280 -0.208
22 C -2.767 0.721 -0.142
23 C -3.884 1.547 -0.135
24 C -5.150 0.990 -0.086
25 C -5.302 -0.386 -0.042
26 C -4.186 -1.208 -0.046
27 C -2.916 -0.661 -0.096
28 C -0.537 1.194 0.774
29 C -0.934 0.705 2.120
30 C 0.849 -1.172 -1.648
31 C 1.573 -0.196 -2.310
32 H 3.694 2.009 -1.908
33 H 4.682 0.876 -2.825
34 H 3.180 1.506 -3.525
35 H 4.538 -0.550 -0.738
36 H 3.262 -2.357 0.390
37 H -0.812 -2.750 1.910
38 H 1.876 -3.139 2.443
39 H 0.638 -2.809 3.661
40 H 1.940 1.428 2.964
41 H 3.408 0.904 2.122
42 H 1.050 2.721 -1.670
43 H -2.538 2.811 -2.419
44 H -1.084 2.456 -3.352
45 H -2.181 1.147 -2.877
46 H -3.756 2.619 -0.159
47 H -6.018 1.632 -0.079
48 H -6.291 -0.818 -0.005
49 H -4.299 -2.281 -0.019
50 H -2.046 -1.302 -0.110
51 H -0.335 1.174 2.896
52 H -1.983 0.942 2.301
53 H -0.812 -0.374 2.189
54 H -0.181 -1.376 -1.891
55 H 1.103 0.379 -3.093

Ordered energy relative to the best compared isomer or geometry (same formula, charge and spin) results: 86.6, 106.7; unit kJ/mol.